ORCA calculation (wB97M-V/def2-TZVPD) on a 8-piece molecular cluster, C16H52O20P4 overall at a distorted geometry.

Properties
multiplicity = 1
HOMO energy = -0.3547 Ha
E_tot = -95547.85238 eV
orbital gap = 10.24 eV

Cartesian coordinates (Å):
C: 4.062 3.637 -6.401
O: 2.679 3.313 -6.349
P: 2.041 2.411 -5.204
O: 1.812 1.011 -5.595
O: 3.048 2.560 -3.982
C: 2.706 2.042 -2.708
O: 0.733 3.203 -4.747
C: -0.238 3.418 -5.808
H: 4.714 2.758 -6.350
H: 4.341 4.197 -5.506
H: 4.271 4.148 -7.334
H: 1.664 1.731 -2.620
H: 2.861 2.867 -2.007
H: 3.336 1.234 -2.334
H: -0.018 4.382 -6.261
H: -1.203 3.369 -5.310
H: -0.186 2.618 -6.547
C: 1.527 -0.636 2.575
O: 2.935 -0.638 2.390
P: 3.932 -1.520 3.241
O: 5.318 -1.579 2.746
O: 3.238 -2.972 3.390
C: 4.088 -4.096 3.651
O: 3.797 -0.866 4.694
C: 4.543 -1.351 5.783
H: 1.179 -1.468 3.188
H: 0.989 -0.609 1.626
H: 1.226 0.303 3.049
H: 3.845 -4.421 4.664
H: 5.146 -3.881 3.515
H: 3.829 -4.918 2.982
H: 4.753 -0.584 6.523
H: 5.487 -1.823 5.497
H: 4.033 -2.165 6.311
C: -0.202 -2.571 -3.910
O: -1.266 -1.777 -3.392
P: -2.702 -2.377 -3.049
O: -3.773 -1.385 -2.950
O: -2.341 -3.182 -1.720
C: -3.390 -3.750 -0.925
O: -2.969 -3.546 -4.132
C: -3.223 -3.114 -5.474
H: -0.356 -3.634 -3.725
H: 0.693 -2.216 -3.401
H: -0.039 -2.430 -4.980
H: -3.049 -3.823 0.104
H: -3.567 -4.751 -1.324
H: -4.321 -3.183 -0.940
H: -2.659 -2.231 -5.786
H: -4.293 -2.930 -5.544
H: -2.920 -3.865 -6.201
C: -1.195 4.782 6.275
O: -1.592 4.833 4.914
P: -1.685 3.473 4.074
O: -1.488 2.242 4.835
O: -3.077 3.599 3.301
C: -3.633 2.596 2.466
O: -0.603 3.796 2.909
C: -0.238 2.706 2.044
H: -0.177 5.141 6.436
H: -1.179 3.746 6.620
H: -1.862 5.351 6.918
H: -3.215 1.624 2.731
H: -3.412 2.872 1.431
H: -4.721 2.584 2.526
H: 0.822 2.856 1.838
H: -0.658 2.769 1.035
H: -0.597 1.772 2.464
C: -0.097 -0.217 -0.709
O: -0.922 0.277 0.365
H: 0.925 0.063 -0.456
H: -0.274 -1.294 -0.727
H: -0.407 0.272 -1.634
H: -1.822 0.401 0.028
C: -1.738 -0.957 3.529
O: -1.873 -2.363 3.806
H: -2.659 -0.411 3.738
H: -0.984 -0.563 4.216
H: -1.391 -0.807 2.508
H: -2.495 -2.406 4.537
C: -4.769 0.826 -0.753
O: -3.438 0.444 -1.055
H: -4.774 1.834 -0.338
H: -5.437 0.852 -1.617
H: -5.200 0.138 -0.019
H: -3.518 -0.273 -1.741
C: 2.525 -2.720 -0.062
O: 1.156 -3.120 -0.159
H: 2.931 -2.854 0.940
H: 3.143 -3.248 -0.789
H: 2.519 -1.650 -0.259
H: 0.995 -3.870 0.419

---

ORCA calculation (wB97M-V/def2-TZVPD) on C27H21MnN5O5 as an isolated structure.

Properties
multiplicity = 5
HOMO energy (alpha / beta) = -0.3988 / -0.3872 Ha
<S²> = 6.028
E_tot = -77343.69332 eV
orbital gap (alpha / beta) = 7.32 / 4.31 eV
charge = +1

Cartesian coordinates (Å):
Mn: -0.260 0.040 -0.786
O: -2.510 -6.219 0.435
C: -3.260 -5.290 0.646
O: -4.371 -5.012 1.040
C: -2.485 -3.880 0.206
C: -1.197 -3.969 -0.291
C: -0.593 -2.773 -0.649
N: -1.245 -1.618 -0.507
C: -2.486 -1.539 -0.028
C: -3.166 -2.687 0.353
C: -3.000 -0.148 0.043
C: -4.239 0.185 0.552
C: -4.595 1.524 0.615
C: -3.702 2.482 0.170
C: -2.482 2.067 -0.337
N: -2.136 0.784 -0.412
C: 0.782 -2.606 -1.192
C: 1.659 -3.652 -1.395
C: 2.930 -3.368 -1.879
C: 3.281 -2.056 -2.132
C: 2.347 -1.058 -1.899
N: 1.122 -1.322 -1.453
H: -0.704 -4.922 -0.386
H: -4.167 -2.667 0.749
H: -4.909 -0.581 0.913
H: -5.555 1.813 1.019
H: -3.936 3.536 0.217
H: -1.742 2.777 -0.682
H: 1.366 -4.667 -1.173
H: 3.638 -4.169 -2.043
H: 4.266 -1.796 -2.491
H: 2.582 -0.012 -2.037
C: 0.792 4.121 -4.391
N: 0.977 3.388 -3.138
C: 1.903 3.853 -2.105
C: 0.296 2.279 -2.907
O: 0.429 1.632 -1.857
H: 1.482 4.960 -4.404
H: -0.222 4.511 -4.475
H: 1.010 3.488 -5.249
H: 2.420 4.734 -2.471
H: 2.625 3.074 -1.865
H: 1.362 4.099 -1.192
H: -0.385 1.964 -3.706
O: 2.691 0.999 0.421
C: 1.885 0.722 1.289
N: 0.566 0.378 1.071
C: -0.052 0.114 2.272
O: -1.201 -0.276 2.399
C: 0.939 0.352 3.373
C: 0.820 0.250 4.743
C: 1.949 0.550 5.502
C: 3.143 0.933 4.896
C: 3.250 1.029 3.510
C: 2.125 0.730 2.771
H: -0.112 -0.047 5.204
H: 1.900 0.487 6.581
H: 4.002 1.158 5.514
H: 4.174 1.321 3.031